DFT (ωB97M-V/def2-TZVPD) results for C2H27HgO12 as an isolated structure at a distorted geometry.

Structure (XYZ):
```
42
Properties=species:S:1:pos:R:3:forces:R:3:nbo_charge:R:1
Hg 0.232000 2.450000 16.488000 0.2 2.9 -0.4 1.4786
C -0.228000 6.689000 17.902000 1.7 -0.8 -0.4 -0.6314
C 0.506000 5.575000 17.082000 -1.4 0.3 1.4 -0.0811
O -0.416000 4.647000 16.671000 -1.4 -2.5 -0.3 -0.8348
H 0.478000 7.514000 17.976000 -0.1 0.2 0.2 0.2045
H -0.518000 6.348000 18.868000 0.1 -0.4 0.9 0.2249
H -1.140000 6.996000 17.469000 -0.8 0.4 -0.9 0.2120
H 1.186000 5.051000 17.720000 1.1 0.2 0.6 0.1375
H 0.958000 5.966000 16.221000 1.2 0.9 -0.9 0.1659
O -1.090000 5.918000 14.219000 -0.6 -1.5 -0.6 -0.9524
H -0.906000 5.408000 15.004000 -0.4 -1.1 0.7 0.4690
H -0.595000 6.663000 14.462000 0.9 2.6 -0.1 0.4737
O -2.291000 3.999000 18.413000 -1.1 0.4 -0.6 -0.9470
H -1.506000 4.363000 18.000000 0.3 0.3 -0.6 0.4798
H -1.967000 3.387000 19.038000 0.4 -1.0 1.3 0.4513
O 0.761000 8.280000 14.778000 -0.2 -1.0 0.9 -0.9766
H 1.359000 8.817000 14.310000 1.1 0.9 -2.0 0.4703
H 0.900000 8.742000 15.620000 -0.8 -0.3 0.5 0.4974
O 1.049000 3.589000 14.493000 1.7 -0.9 1.1 -1.0138
H 0.422000 3.837000 13.867000 -2.5 0.2 -1.9 0.4974
H 1.595000 4.402000 14.419000 0.8 -0.1 0.7 0.5237
O 2.836000 2.651000 16.705000 -1.5 0.2 -1.2 -0.9218
H 2.976000 2.722000 17.620000 0.4 0.9 2.1 0.4707
H 3.333000 1.869000 16.550000 0.9 -1.3 -1.0 0.4931
O 3.813000 8.576000 17.633000 1.9 -0.8 0.4 -0.9277
H 4.109000 9.166000 16.954000 0.3 0.5 -0.5 0.4700
H 2.901000 8.697000 17.696000 -2.3 0.5 0.2 0.4591
O 0.562000 2.712000 19.016000 0.9 -0.4 -0.1 -0.9487
H 1.481000 2.896000 19.310000 -0.8 0.1 0.0 0.4965
H 0.456000 1.772000 19.216000 -0.2 0.0 0.4 0.4935
O 3.814000 5.693000 16.836000 0.7 -0.5 -0.6 -0.9305
H 3.184000 5.607000 16.116000 -0.2 -0.1 0.1 0.4643
H 3.299000 5.804000 17.622000 -0.3 0.4 0.6 0.4613
O 2.343000 5.878000 14.209000 1.0 -0.5 0.1 -0.9727
H 1.711000 6.582000 14.168000 -1.1 1.0 0.0 0.5111
H 3.165000 6.347000 14.388000 0.3 -0.2 -0.2 0.4992
O 0.582000 9.926000 16.827000 0.6 0.1 0.0 -0.9624
H -0.102000 9.726000 17.451000 -0.6 -0.1 0.6 0.4865
H 0.699000 10.877000 16.859000 0.0 0.3 0.0 0.5036
O -2.329000 8.309000 15.677000 -0.8 -0.8 -1.1 -0.9200
H -1.891000 8.782000 16.356000 0.5 0.4 1.0 0.4501
H -2.417000 7.379000 15.934000 0.0 0.4 -0.1 0.4759
```
Forces are in eV/Å.

E_tot   -31247.0453 eV
HOMO   -0.4858 Eh
Net charge   +1